40
Properties=species:S:1:pos:R:3:forces:R:3 method="wB97M-V/def2-TZVPD" total_charge=-1 spin_multiplicity=2 gap_ev="2.559 / 8.913" s2=0.75 lumo_energy_ev="2.85 / 2.79"
H 0.999235 1.665615 2.238049 0.3 1.1 0.3
H -1.134649 -0.496074 3.317188 -1.2 0.2 0.0
H 2.227892 2.165452 1.611280 0.9 0.4 -0.2
O 1.483519 2.530236 2.110900 -1.6 -1.3 0.4
H -3.614021 -2.330949 0.405501 0.4 0.1 -0.5
C -0.185160 -2.727473 -0.506041 0.7 -0.8 0.4
H 1.174841 -1.745783 -1.548977 0.6 -0.4 1.6
O 3.608805 1.381966 1.135920 3.7 5.7 0.4
H 0.083550 2.988833 0.764700 1.1 -1.1 0.9
H -1.568021 -2.516699 -2.013572 0.0 0.5 0.6
H -1.697309 3.718581 1.478921 1.0 -0.1 -0.7
C -2.065030 -1.017197 -0.589725 -0.1 -2.3 -1.5
H 4.259237 1.579042 0.411758 -1.0 -0.5 0.9
H 3.213035 0.623034 0.929786 -2.2 -5.4 -1.6
H 2.505784 0.228081 -3.690521 -1.8 4.3 1.0
N -1.118672 -1.945359 -1.290678 -0.4 0.0 -0.4
S -0.577351 1.066964 -1.543453 -1.2 0.9 0.6
H 2.716578 -1.062546 -3.267559 -0.5 -3.3 3.6
H 0.246144 4.538876 0.788329 -0.9 -2.2 -1.2
O 3.872048 -1.390729 0.671290 -1.7 -1.1 0.1
O -1.992692 3.462021 2.339865 -2.7 0.6 0.7
H 1.371178 -1.302959 0.065641 -1.0 -1.1 -0.9
H -1.640619 -0.861651 0.383895 0.1 0.4 0.4
O 2.876324 -0.536097 -3.969193 2.4 -1.0 -4.6
N 1.215505 -2.154408 -0.566018 -1.1 0.6 -1.1
H -0.162039 -3.836814 -0.863710 0.1 2.0 0.3
H -3.802873 -2.132090 -1.386054 0.7 -0.7 -0.2
O -0.183118 3.755232 0.288118 0.0 3.6 -0.1
C -2.229910 0.258120 -1.374511 0.4 -0.3 -1.6
H -4.231729 -0.873093 -0.454990 0.9 -0.7 0.8
O -0.353432 -0.539527 2.794050 2.8 -1.6 8.8
H -1.112243 2.246082 -1.115418 0.7 -0.3 -0.3
H -2.499244 0.037137 -2.468072 -0.2 0.0 1.7
H 2.887942 -1.662481 0.856048 2.7 0.3 -0.5
H -1.348928 3.017896 2.849298 1.4 -0.6 0.3
C -3.426620 -1.683657 -0.469523 -2.4 1.5 0.4
H -3.031978 0.837469 -0.885286 0.7 0.3 -0.4
H -0.546165 -2.785141 0.534571 0.4 0.1 -0.1
H 4.223644 -2.083615 0.066540 -0.6 0.6 0.5
H -0.443460 -0.416295 1.961650 -1.5 1.5 -8.8